(1)
# C4H14NO

A cluster of 2 separate species, C4H14NO in total (ωB97M-V/def2-TZVPD, OMol25).

Geometry as XYZ:
```
20
Properties=species:S:1:pos:R:3:nbo_charge:R:1
C 0.942 1.903 -0.416 -0.666
C -0.244 1.291 -1.049 -0.216
N -0.618 -0.092 -0.493 -0.542
C -1.148 -0.136 0.961 -0.203
C -0.025 0.170 1.952 -0.650
H 1.180 2.821 -0.983 0.258
H 1.950 1.443 -0.289 0.246
H 0.642 2.170 0.610 0.227
H -1.095 1.937 -1.209 0.241
H -0.015 0.961 -2.067 0.213
H 0.015 -0.881 -0.777 0.468
H -1.413 -0.466 -1.093 0.427
H -1.501 -1.190 1.141 0.233
H -1.993 0.501 0.722 0.219
H 0.905 0.001 1.418 0.230
H -0.237 1.074 2.485 0.245
H 0.045 -0.616 2.657 0.244
H 1.641 -2.402 -1.156 0.492
H 0.678 -3.528 -0.850 0.508
O 0.785 -2.575 -0.743 -0.973
```

HOMO level ... -15.836 eV
Frontier orbital gap ... 0.468 hartree
Net charge ... +1
ΔE to the lowest compared entry with this formula, charge and spin ... 138.2 kJ/mol

=====

(2)
# C16H17FNO4P

The molecule C16H17FNO4P (ωB97M-V/def2-TZVPD, OMol25).

Geometry as XYZ:
```
40
Properties=species:S:1:pos:R:3:nbo_charge:R:1
C 7.182 -1.209 0.509 -0.634
C 6.530 -1.006 -0.852 -0.073
O 5.127 -0.786 -0.733 -0.511
C 4.732 0.466 -0.453 0.784
O 5.498 1.391 -0.317 -0.609
C 3.263 0.583 -0.341 -0.214
C 2.414 -0.514 -0.486 -0.139
C 1.050 -0.359 -0.367 -0.247
C 0.504 0.897 -0.105 0.190
N -0.863 1.058 0.010 -0.950
P -1.991 -0.182 0.121 2.293
C -1.757 -0.937 1.780 -1.022
O -2.063 -1.116 -1.000 -1.069
O -3.262 0.815 0.275 -0.788
C -4.556 0.454 -0.003 0.285
C -4.993 -0.862 0.037 -0.252
C -6.319 -1.158 -0.221 -0.250
C -7.194 -0.127 -0.506 0.376
F -8.489 -0.412 -0.748 -0.323
C -6.777 1.192 -0.546 -0.261
C -5.449 1.479 -0.296 -0.231
C 1.352 1.997 0.034 -0.273
C 2.715 1.839 -0.083 -0.121
H 7.086 -0.304 1.103 0.224
H 8.236 -1.435 0.378 0.215
H 6.704 -2.031 1.036 0.209
H 6.626 -1.900 -1.472 0.188
H 6.982 -0.147 -1.361 0.199
H 2.834 -1.485 -0.692 0.232
H 0.386 -1.199 -0.495 0.225
H -1.186 1.977 0.275 0.424
H -0.724 -1.265 1.865 0.255
H -1.972 -0.213 2.560 0.249
H -2.407 -1.800 1.887 0.249
H -4.287 -1.648 0.250 0.230
H -6.675 -2.176 -0.202 0.233
H -7.484 1.973 -0.775 0.233
H -5.091 2.496 -0.325 0.227
H 0.932 2.973 0.233 0.210
H 3.382 2.681 0.024 0.238
```

HOMO level ... -8.687 eV
Frontier orbital gap ... 0.340 hartree
ΔE to the lowest compared entry with this formula, charge and spin ... 18.8 kJ/mol
SMILES string ... CCOC(=O)c1ccc(N[P@](C)(=O)Oc2ccc(F)cc2)cc1